Molecular formula: C42H41ClFINO6S
Method: DFT, ωB97M-V with the def2-TZVPD basis set

Summary:
total charge: +1
LUMO energy: -4.349 eV
strongest force on any atom: 0.991 eV Å⁻¹
DFT total energy: -3386.981580 a.u.
orbital gap: 6.84 eV

```
94
C42H41ClFINO6S ωB97M-V with the def2-TZVPD basis set
C -2.806 4.104 0.446
F 3.166 1.068 0.886
H 2.302 -0.311 2.046
C -3.193 4.928 -0.735
H 0.104 -3.408 0.634
C -2.080 -2.846 4.672
H -0.464 0.255 -1.357
C 3.186 -1.236 -4.863
O 3.254 -3.820 -3.485
C -2.017 -3.040 6.146
H 0.716 -2.257 -6.235
C -3.957 6.087 -0.583
H 2.158 -4.252 1.726
H 2.884 -2.259 -5.087
C 4.582 -1.316 -4.387
C -3.283 4.540 1.787
H -3.172 3.546 5.017
C 0.258 -3.750 4.474
C -4.123 5.336 4.310
H -1.939 -3.583 9.964
O -5.014 7.582 0.899
H 1.010 1.296 -1.340
H -2.845 4.954 -4.099
H 2.891 -2.188 -7.398
H 2.419 0.477 -5.976
H -4.221 6.992 -3.830
H -3.950 -2.629 8.888
C -3.403 4.157 4.155
H 5.533 -1.399 -2.587
H -2.418 2.848 2.767
C 2.209 0.077 1.036
C 0.146 -3.497 1.713
C -4.430 6.115 3.208
C -3.120 -2.699 6.918
C -0.852 -3.761 8.132
O -3.057 -2.369 4.136
C 3.333 -1.377 -2.436
C 2.995 -0.427 -6.163
H 2.455 -0.689 -8.202
C 2.351 -1.245 -7.272
H 2.247 -4.478 4.190
C 3.346 -0.572 -1.126
H 1.426 -1.303 -0.388
S 2.940 -3.164 -2.247
C 2.404 -1.036 -0.008
H -1.850 -2.760 2.016
C 1.002 -0.708 -3.501
H 4.929 -4.196 -1.591
H -4.923 7.717 -1.570
H 0.626 -1.167 -4.413
C -3.089 -2.893 8.289
C 0.308 0.652 -3.312
O 1.339 -4.338 6.481
C -2.792 4.529 -2.003
H -4.446 5.647 5.295
H 4.513 -2.907 -0.445
C -2.981 3.761 2.898
H 3.078 0.447 -1.388
C -4.386 6.555 0.767
C -0.948 -3.136 2.479
C 0.329 -3.922 5.957
H 2.848 -1.885 0.503
H 5.464 -1.323 -5.014
C -3.930 6.416 -2.961
H -0.535 1.933 -1.827
C 0.894 -1.611 -7.090
H -4.992 7.032 3.317
C -4.018 5.717 1.943
C -0.894 -3.258 3.862
H 2.933 0.330 -3.514
O -2.124 3.106 0.319
H 3.617 -4.470 -0.436
H -2.195 3.634 -2.111
N 4.665 -1.364 -3.106
H -0.665 0.585 -3.791
C -0.875 -3.568 6.757
H 0.553 -2.150 -7.968
O 1.610 -3.301 -1.739
I -0.404 0.077 -6.959
C 0.091 1.044 -1.863
Cl 1.157 1.996 -4.146
H 0.673 -1.336 -2.677
C 1.358 -4.102 3.703
H 4.365 -0.516 -0.742
C -4.326 6.825 -1.700
C 1.301 -3.973 2.326
H 0.034 -4.175 8.594
C 2.522 -0.677 -3.571
C 4.118 -3.722 -1.042
C -3.158 5.270 -3.113
C -1.957 -3.428 8.894
H -3.996 -2.287 6.438
H 1.229 0.538 0.946
H 3.966 -0.095 -6.535
```

Atom charges from the Löwdin analysis, given in e for atoms 1 to 6: -0.273 -0.047 0.122 -0.081 0.095 -0.277